[1]
Formula: C32H44N7O2S2Sc
Source: OMol25
Level of theory: ωB97M-V/def2-TZVPD

**2S+1**: 1
**Orbital gap**: 7.107 eV
**ΔE to the lowest compared entry with this formula, charge and spin**: 0.5 kJ/mol
**Total charge**: 0
**HOMO**: -6.624 eV

Each line ends with the Mulliken charge.
CARTESIAN COORDINATES (ANGSTROEM)
Sc  -0.019  0.869  -0.701  -1.079
C  -1.672  -0.861  -4.085  -0.574
C  -2.921  -0.995  -3.215  -0.717
C  -2.866  -0.255  -1.875  -1.569
N  -1.692  -0.570  -1.067  1.090
C  -1.629  -1.772  -0.512  0.647
C  -2.712  -2.681  -0.507  -0.644
C  -2.821  -4.000  -0.110  -0.634
C  -1.854  -4.889  0.328  -0.699
C  -0.523  -4.572  0.534  -0.613
C  0.116  -3.348  0.482  -0.862
C  -0.354  -2.042  0.198  0.901
N  0.355  -0.958  0.450  1.151
C  1.558  -1.072  1.259  -0.467
C  2.842  -1.128  0.435  -0.562
C  3.087  0.211  -0.257  -1.503
N  2.098  0.512  -1.279  0.058
C  2.416  0.402  -2.545  1.259
C  3.586  -0.272  -2.996  -0.720
C  4.217  -0.307  -4.220  -0.589
C  3.901  0.337  -5.410  -0.619
C  2.762  1.087  -5.622  -0.504
C  1.670  1.322  -4.800  -0.887
C  1.386  0.953  -3.469  1.322
N  0.209  1.155  -2.894  0.457
C  -0.905  1.593  -3.725  -1.178
C  -1.426  0.520  -4.694  -0.710
H  -0.793  -1.166  -3.512  -0.007
H  -1.761  -1.577  -4.906  0.517
H  -3.792  -0.622  -3.767  0.513
H  -3.100  -2.057  -3.036  0.414
H  -2.868  0.814  -2.064  0.407
H  -3.794  -0.440  -1.319  0.354
H  -3.643  -2.266  -0.864  0.251
H  -3.823  -4.407  -0.201  0.365
H  -2.158  -5.913  0.503  0.350
H  0.123  -5.402  0.805  0.362
H  1.172  -3.398  0.709  0.342
H  1.614  -0.177  1.882  -1.009
H  1.490  -1.919  1.948  0.890
H  3.682  -1.340  1.103  0.453
H  2.793  -1.933  -0.305  0.341
H  3.014  0.996  0.504  0.204
H  4.103  0.269  -0.653  0.720
H  4.068  -0.873  -2.237  0.256
H  5.113  -0.920  -4.243  0.329
H  4.591  0.228  -6.236  0.329
H  2.679  1.539  -6.606  0.331
H  0.894  1.905  -5.275  0.240
H  -1.709  1.904  -3.063  0.156
H  -0.647  2.495  -4.295  0.437
H  -2.351  0.893  -5.149  0.485
H  -0.707  0.405  -5.507  0.425
C  1.581  4.247  1.961  -0.929
O  1.012  2.931  2.085  -0.056
C  0.665  2.311  0.939  0.242
O  0.849  2.913  -0.130  -0.473
H  1.823  4.561  2.972  0.237
H  0.865  4.933  1.511  0.293
H  2.478  4.221  1.344  0.324
S  -3.900  3.571  0.420  -0.196
C  -2.911  4.443  -0.673  -0.412
C  -1.870  3.674  -1.066  -1.086
N  -1.853  2.410  -0.522  1.247
C  -2.860  2.230  0.287  -0.399
H  -3.134  5.456  -0.962  0.472
H  -1.070  3.972  -1.726  0.474
H  -3.006  1.317  0.855  0.024
C  1.828  0.846  4.482  -0.839
C  0.321  1.031  4.600  -0.733
N  -0.437  0.392  3.527  0.532
C  -1.479  -0.439  3.694  0.435
S  -2.723  -0.587  2.575  -0.472
N  -1.522  -1.187  4.838  -0.196
C  -0.365  -1.902  5.376  -0.066
C  -0.337  -1.887  6.894  -1.265
H  2.329  1.352  5.309  0.367
H  2.189  1.281  3.552  0.083
H  2.115  -0.207  4.505  0.269
H  0.094  2.099  4.569  0.371
H  -0.050  0.650  5.549  0.545
H  -0.403  0.856  2.625  -0.658
H  -2.378  -1.719  4.866  0.348
H  0.536  -1.455  4.966  -0.112
H  -0.390  -2.934  5.012  0.447
H  -0.256  -0.869  7.278  0.286
H  0.509  -2.466  7.266  0.364
H  -1.249  -2.325  7.303  0.325



[2]
Formula: C4H9IN2O
Source: OMol25
Level of theory: ωB97M-V/def2-TZVPD

**2S+1**: 1
**Orbital gap (spin up / spin down)**: 7.702 / 7.945 eV
**ΔE to the lowest compared entry with this formula, charge and spin**: 346.5 kJ/mol
**Total charge**: 0
**HOMO (spin up / spin down)**: -7.204 / -7.993 eV

Each line ends with the Mulliken charge.
CARTESIAN COORDINATES (ANGSTROEM)
C  -2.726  -0.604  -0.355  0.179
C  1.864  1.426  0.323  -1.264
C  1.008  -0.982  0.355  -1.484
C  0.665  0.457  0.487  0.394
N  -2.183  -1.639  -0.640  -0.418
N  -0.176  0.758  -0.664  0.035
O  -1.367  1.131  -0.537  -0.513
I  -4.607  0.106  0.262  0.026
H  1.631  2.526  0.242  0.308
H  2.569  1.513  1.110  0.402
H  2.551  1.036  -0.538  0.262
H  1.112  -1.472  1.297  0.345
H  1.949  -1.148  -0.048  0.398
H  0.320  -1.445  -0.223  0.426
H  -0.067  0.580  1.246  0.451
H  -2.499  -2.518  -0.834  0.199
H  -0.044  0.274  -1.485  0.255